Entry from OMol25: a cluster of 7 separate species, C37H83IN6O6P2 in total at a distorted geometry (ωB97M-V/def2-TZVPD).

Each line ends with the Mulliken charge.
CARTESIAN COORDINATES (ANGSTROEM)
C 9.60238 3.79158 -1.11954  -0.913
C 8.68048 3.33032 -2.39472  -0.349
C 8.80323 1.67124 -2.49000  -0.495
C 7.72128 1.02567 -1.43016  -0.510
C 7.11287 -0.42821 -1.89305  -0.583
C 6.06910 -0.36989 -3.15739  -0.693
C 4.66826 0.43055 -2.85933  0.202
C 3.41683 -0.56983 -2.39554  -0.512
C 2.99572 -0.15106 -0.84880  -0.404
C 1.53989 -0.81810 -0.47864  -0.376
C 1.15361 -0.69790 1.14354  -0.398
C -0.39106 -0.17604 1.30887  -0.461
C -0.58718 1.13923 2.26570  0.210
C 0.57065 2.28916 2.12308  -0.714
C 0.75803 2.91182 0.61879  0.354
C -0.61810 3.49496 -0.06654  -0.808
P -1.05440 2.24088 -1.49229  0.101
I 0.43993 2.75234 -3.42486  -0.177
P -3.17555 2.46073 -2.07850  0.013
C -3.40111 1.22681 -3.51888  -0.682
C -3.43091 4.27775 -2.60775  -0.406
C -3.46825 4.46374 -4.23753  -0.717
H 8.97745 3.73264 -0.13097  0.231
H 10.52675 3.07709 -1.04533  0.239
H 10.02183 4.88004 -1.29765  0.300
H 9.09723 3.76214 -3.40073  0.293
H 7.56710 3.68999 -2.21884  0.221
H 8.44715 1.37400 -3.56796  0.214
H 9.90083 1.33191 -2.23786  0.323
H 8.25319 0.84495 -0.38223  0.235
H 6.87519 1.84872 -1.27542  0.218
H 8.01466 -1.11973 -2.22219  0.291
H 6.58948 -0.90934 -0.95955  0.260
H 6.61314 0.15031 -4.05433  0.197
H 5.75920 -1.47028 -3.49613  0.390
H 4.86058 1.22530 -2.02048  -0.040
H 4.32426 1.04097 -3.81923  0.016
H 2.50245 -0.43406 -3.14169  0.230
H 3.75170 -1.70327 -2.34656  0.281
H 3.00326 1.03526 -0.82031  0.070
H 3.77396 -0.51376 -0.05303  0.171
H 1.63454 -1.97685 -0.74375  0.396
H 0.69782 -0.40068 -1.18020  0.137
H 1.20094 -1.82134 1.54482  0.214
H 1.95147 -0.10667 1.76223  0.205
H -0.98726 -1.06393 1.83950  0.307
H -0.91825 -0.06465 0.24368  0.142
H -1.61893 1.64566 1.94371  0.128
H -0.76239 0.81129 3.40012  -0.269
H 0.24173 3.18410 2.83949  0.341
H 1.61125 1.91629 2.54995  0.315
H 1.48562 3.85083 0.73770  0.377
H 1.27369 2.20244 -0.15592  -0.606
H -1.50705 3.66109 0.67691  0.372
H -0.29989 4.49685 -0.63240  0.368
H -4.51067 1.19231 -3.89214  0.086
H -3.13735 0.14868 -3.08886  0.323
H -2.63054 1.46003 -4.37847  0.224
H -4.46564 4.62501 -2.13324  0.335
H -2.55478 4.97902 -2.20097  0.219
H -3.35279 5.61040 -4.48175  0.321
H -2.58451 3.89580 -4.75824  0.163
H -4.53599 4.08167 -4.59539  0.170
C -3.10958 2.67797 7.46225  -0.892
N -2.66657 1.83759 6.37536  -0.176
C -1.64031 0.93929 6.36723  0.827
C -0.84135 0.76989 7.62977  -1.316
O -1.39604 0.30003 5.34715  -0.713
H -4.15415 2.43771 7.67259  0.294
H -3.03734 3.71841 7.13754  0.293
H -2.51518 2.53732 8.36628  0.343
H -3.15743 1.89596 5.49053  0.241
H -0.05975 0.02186 7.47052  0.192
H -0.36415 1.71585 7.90020  0.422
H -1.48998 0.42482 8.43953  0.400
C -0.57538 -3.44881 4.20707  -0.630
N -0.74488 -3.05836 5.58643  -0.071
C 0.00340 -3.42615 6.66580  0.898
C 1.16289 -4.35566 6.43636  -1.351
O -0.28130 -2.99751 7.78119  -0.677
H -0.42271 -2.54381 3.61481  0.035
H -1.49254 -3.94350 3.87957  0.305
H 0.27116 -4.12251 4.06605  0.332
H -1.50679 -2.43191 5.81948  0.162
H 1.66317 -4.55821 7.38743  0.287
H 0.80637 -5.30393 6.02481  0.360
H 1.88479 -3.89294 5.75795  0.348
C 3.62841 5.18326 -7.67077  -0.867
N 4.57352 4.26906 -7.07509  -0.183
C 4.63912 3.84842 -5.77933  0.716
C 3.61640 4.37888 -4.81306  -1.010
O 5.51631 3.05972 -5.43674  -0.624
H 3.11104 4.65847 -8.47701  0.279
H 4.18695 6.02410 -8.08813  0.283
H 2.89739 5.55415 -6.95075  0.336
H 5.29420 3.86926 -7.66504  0.259
H 3.79589 3.95508 -3.82109  0.264
H 3.69673 5.46718 -4.74339  0.387
H 2.61219 4.09052 -5.13540  0.125
C -9.96874 0.80374 -3.42271  -0.701
N -8.97635 1.83864 -3.58989  -0.145
C -7.84235 1.80622 -4.34701  0.616
C -7.54846 0.55257 -5.12354  -1.179
O -7.09982 2.78429 -4.37726  -0.668
H -10.93204 1.20172 -3.74947  0.290
H -10.02320 0.55462 -2.36057  0.267
H -9.73376 -0.09485 -3.99515  0.232
H -9.10621 2.71458 -3.09681  0.246
H -6.61377 0.67603 -5.67756  0.330
H -7.43549 -0.29319 -4.43970  0.295
H -8.35164 0.35917 -5.83978  0.473
C -6.54880 -5.08720 -5.44458  -0.875
N -7.01355 -3.82119 -4.92975  -0.163
C -8.26067 -3.27745 -5.02604  0.758
C -9.31788 -4.06200 -5.75255  -1.349
O -8.48840 -2.17882 -4.52601  -0.583
H -6.18526 -5.68226 -4.60384  0.296
H -5.72241 -4.89111 -6.13145  0.290
H -7.33287 -5.63733 -5.96705  0.331
H -6.35669 -3.23526 -4.42728  0.224
H -10.25725 -3.50220 -5.74733  0.273
H -9.01704 -4.22216 -6.79156  0.375
H -9.48361 -5.01965 -5.25162  0.388
C 0.69437 -6.45379 10.29197  -0.824
N 1.13738 -7.29417 9.20508  -0.158
C 2.16364 -8.19247 9.19694  0.807
C 2.96260 -8.36187 10.45948  -1.218
O 2.40791 -8.83173 8.17686  -0.661
H -0.35020 -6.69405 10.50231  0.284
H 0.76661 -5.41335 9.96725  0.277
H 1.28877 -6.59445 11.19600  0.329
H 0.64652 -7.23580 8.32025  0.202
H 3.74420 -9.10991 10.30024  0.281
H 3.43980 -7.41591 10.72992  0.335
H 2.31397 -8.70694 11.26925  0.351

Cartesian forces, eV/Å:
C 0.04 0.31 -0.58
C 0.93 -0.80 0.40
C -1.64 0.77 0.14
C 0.34 -0.08 0.25
C -0.03 0.06 -0.19
C -0.29 0.02 -0.21
C -0.20 -0.11 -0.33
C 0.64 0.56 0.99
C -0.75 0.01 -0.71
C 0.87 -0.42 0.20
C -0.39 -1.28 -0.84
C -0.50 -0.84 0.64
C -0.75 0.29 -0.24
C -0.34 0.21 0.46
C 0.41 1.00 0.36
C 0.97 0.99 -0.86
P -0.48 -0.58 0.71
I -0.18 0.33 0.30
P 0.04 0.55 0.44
C 0.79 -0.82 -0.68
C -0.08 1.29 -1.02
C -0.62 0.34 0.37
H 1.32 0.19 -1.84
H -1.74 1.36 -0.03
H -0.97 -2.11 0.61
H -0.83 -0.61 2.00
H 2.30 -0.89 -0.61
H 1.00 0.36 2.02
H -2.22 0.63 -0.76
H -1.15 0.52 -2.14
H 1.64 -1.99 -0.26
H -1.78 1.36 0.80
H 0.95 0.80 -1.80
H -1.02 -1.02 1.63
H 0.91 2.31 0.72
H -0.42 -1.49 -1.52
H 0.89 -1.35 1.99
H 1.88 -0.36 1.75
H -0.66 2.29 -0.41
H -0.31 -2.44 0.13
H -1.25 0.58 -1.66
H -0.20 2.44 0.54
H 1.59 -0.55 1.49
H -0.06 2.49 -0.69
H -1.62 -0.87 -1.35
H 1.14 1.95 -1.10
H 1.39 0.03 2.36
H 2.10 -1.03 0.64
H 0.73 0.79 -2.60
H 0.70 -1.82 -1.55
H -2.14 0.72 -1.05
H -1.48 -2.07 -0.26
H -0.96 1.05 1.66
H 1.70 -0.34 -1.52
H -1.02 -1.93 1.50
H 2.17 0.35 0.69
H -0.52 2.38 -0.79
H -1.74 -0.55 1.45
H 2.29 -0.64 -1.08
H -1.90 -1.77 -0.56
H -0.35 -2.29 0.38
H -1.80 1.02 1.04
H 2.46 0.77 0.45
C -0.25 0.11 -0.29
N 0.52 -0.51 -0.17
C -0.18 -0.05 -0.51
C 0.23 -0.13 0.04
O -0.11 0.00 0.42
H 0.04 0.19 0.26
H -0.07 0.07 0.31
H -0.07 -0.04 -0.25
H 0.11 0.00 0.23
H -0.28 0.11 -0.06
H -0.13 -0.07 0.14
H 0.14 0.13 0.03
C -0.29 0.29 -0.01
N 0.38 -0.34 0.78
C -0.64 0.54 0.10
C 0.19 -0.12 0.15
O 0.19 -0.18 -0.16
H 0.06 -0.16 -0.21
H 0.16 -0.07 -0.27
H -0.15 0.13 0.12
H 0.26 0.01 -0.15
H -0.19 0.13 -0.16
H 0.18 0.09 -0.13
H -0.07 -0.21 -0.05
C 0.26 -0.12 -0.31
N 0.10 -0.23 0.53
C 0.75 -0.55 -0.08
C -0.01 -0.01 0.22
O -0.43 0.35 -0.07
H -0.20 0.27 -0.01
H -0.29 0.14 -0.05
H 0.20 -0.14 -0.08
H -0.20 0.11 0.16
H 0.05 0.01 -0.29
H -0.21 -0.07 -0.04
H 0.04 0.23 0.04
C -0.14 0.23 0.16
N 0.59 0.15 -0.33
C 0.11 0.61 0.13
C 0.28 0.05 0.00
O -0.04 -0.24 0.04
H -0.12 -0.26 0.05
H -0.19 -0.25 -0.09
H 0.08 0.17 0.12
H 0.05 -0.24 -0.14
H -0.19 0.19 0.14
H -0.24 0.09 -0.29
H 0.06 -0.23 0.19
C 0.36 0.12 0.17
N -0.69 0.44 0.01
C 0.36 0.47 0.39
C -0.25 0.03 -0.08
O -0.13 -0.61 -0.13
H 0.02 -0.23 -0.22
H -0.03 -0.31 -0.06
H 0.11 0.19 0.13
H -0.15 -0.17 -0.12
H 0.30 -0.03 0.08
H -0.06 -0.17 0.11
H 0.04 0.00 -0.21
C -0.26 0.18 -0.30
N 0.49 -0.45 -0.08
C -0.18 -0.26 -0.96
C 0.22 -0.13 0.12
O -0.02 0.26 0.53
H 0.04 0.20 0.26
H -0.11 0.08 0.30
H -0.07 -0.05 -0.24
H 0.12 -0.01 0.25
H -0.25 0.17 -0.11
H -0.12 -0.10 0.16
H 0.12 0.17 0.05

Results
Net charge: 0
Maximum force: 2.8 eV/A
Calculated total energy: -87613.9619 eV
SMILES string: CCCCCCCCCCCCCCCCP(I)#P(C)CC.CNC(C)=O.CNC(C)=O.CNC(C)=O.CNC(C)=O.CNC(C)=O.CNC(C)=O
Molecular weight: 896.96 Da
E_LUMO: 0.229 eV